(P)
The following is a DFT calculation (ωB97M-V with the def2-TZVPD basis set) of a 2-piece molecular cluster, CH6SSi overall.

Calculated values
Orbital gap (spin up / spin down) = 6.316 / 6.230 eV
LUMO level (spin up / spin down) = -1.6 / -1.6 eV

Geometry as ORCA input:
```
! RIJCOSX wB97M-V def2-TZVPD def2/J DEFGRID3
* xyz 0 1
C 0.822 0.503 0.132
Si -0.093 -1.143 -0.040
S -3.218 0.059 0.068
H 2.008 0.572 0.074
H 0.563 1.270 -0.605
H 0.682 0.976 1.081
H -0.575 -1.590 1.235
H -0.469 -1.994 -1.165
H -2.359 1.079 0.220
*
```

***

(Q)
The following is a DFT calculation (ωB97M-V with the def2-TZVPD basis set) of a 2-piece molecular cluster, CH6SSi overall.

Calculated values
Orbital gap = 9.151 eV
LUMO level = 0.4 eV

Geometry as ORCA input:
```
! RIJCOSX wB97M-V def2-TZVPD def2/J DEFGRID3
* xyz 0 1
C 0.559 0.299 -0.875
Si 0.025 -0.096 0.893
S -0.566 0.969 -2.033
H 1.510 0.801 -0.988
H 1.162 -1.233 -1.446
H -1.369 -0.551 0.849
H 0.097 1.142 1.675
H 0.920 -1.110 1.434
H -1.692 0.528 -1.474
*
```

***

Most stable = (Q)

***

(P)
The following is a DFT calculation (ωB97M-V with the def2-TZVPD basis set) of a 2-piece molecular cluster, C4H9OPS overall.

Calculated values
Orbital gap = 9.397 eV
Structure (SMILES) = C1C[C@H]2SP2C1.O
LUMO level = 0.5 eV

Geometry as ORCA input:
```
! RIJCOSX wB97M-V def2-TZVPD def2/J DEFGRID3
* xyz 0 1
C 1.181 -0.572 -1.294
C 1.648 0.126 -0.020
C 0.332 0.328 0.697
S -1.030 1.019 -0.294
P -0.825 -1.030 0.458
C 0.217 -1.704 -0.965
H 0.611 0.059 -1.908
H 1.902 -1.029 -1.892
H 2.323 -0.399 0.698
H 2.095 1.071 -0.259
H 0.373 0.796 1.666
H -0.377 -2.219 -1.732
H 0.898 -2.337 -0.320
O -3.232 2.122 2.045
H -3.726 1.516 1.508
H -2.390 2.253 1.613
*
```

***

(Q)
The following is a DFT calculation (ωB97M-V with the def2-TZVPD basis set) of a 2-piece molecular cluster, C4H9OPS overall.

Calculated values
Orbital gap (spin up / spin down) = 6.888 / 6.888 eV
LUMO level (spin up / spin down) = -1.7 / -1.7 eV

Geometry as ORCA input:
```
! RIJCOSX wB97M-V def2-TZVPD def2/J DEFGRID3
* xyz 0 1
C 0.866 -0.891 -0.639
C 1.169 -0.572 0.821
C -0.078 0.170 -1.182
C -0.166 -0.242 1.434
O -1.255 2.977 -0.317
P -1.339 0.202 0.100
S -2.965 -0.711 -0.015
H 1.776 -0.997 -1.160
H 0.606 -2.021 -0.751
H 1.657 -1.497 1.101
H 1.951 0.148 0.870
H 0.390 1.099 -1.215
H -0.486 -0.071 -2.099
H -0.626 -1.194 1.916
H 0.111 0.461 2.324
H -1.612 3.141 -1.190
*
```

***

(R)
The following is a DFT calculation (ωB97M-V with the def2-TZVPD basis set) of an isolated molecule of C4H9OPS.

Calculated values
Orbital gap = 9.259 eV
Structure (SMILES) = CC1(C)COPS1
LUMO level = 0.6 eV

Geometry as ORCA input:
```
! RIJCOSX wB97M-V def2-TZVPD def2/J DEFGRID3
* xyz 0 1
C -0.701 -0.926 1.068
C 0.281 -0.255 0.073
C -0.415 0.069 -1.240
C 0.897 0.943 0.780
O 2.057 1.247 0.111
P 3.209 0.048 0.106
S 1.586 -1.520 -0.068
H -1.588 -0.306 1.262
H -0.141 -0.818 1.969
H -0.933 -1.991 0.612
H -0.956 -0.794 -1.571
H 0.188 0.593 -1.969
H -1.176 0.758 -1.197
H 0.249 1.864 0.946
H 1.146 0.648 1.932
H 3.491 0.123 -1.219
*
```

***

Most stable = (P)

***

(P)
The following is a DFT calculation (ωB97M-V with the def2-TZVPD basis set) of an isolated molecule of C3H2N2O2.

Calculated values
Orbital gap = 10.155 eV
Structure (SMILES) = O=c1ncocn1
LUMO level = -0.4 eV

Geometry as ORCA input:
```
! RIJCOSX wB97M-V def2-TZVPD def2/J DEFGRID3
* xyz 0 1
O 1.913 -0.230 1.602
C 1.139 -0.221 0.541
N 0.927 0.996 -0.151
C -0.294 1.223 -0.552
O -1.328 0.318 -0.196
C -0.751 -1.073 -0.155
N 0.410 -1.418 0.154
H -0.492 2.307 -1.216
H -1.524 -1.902 -0.027
*
```

***

(Q)
The following is a DFT calculation (ωB97M-V with the def2-TZVPD basis set) of an isolated molecule of C3H2N2O2.

Calculated values
Orbital gap = 10.638 eV
Structure (SMILES) = O=Cc1ncno1
LUMO level = -0.5 eV

Geometry as ORCA input:
```
! RIJCOSX wB97M-V def2-TZVPD def2/J DEFGRID3
* xyz 0 1
O 1.048 -1.319 -2.092
C 1.258 -0.745 -1.058
C 0.206 -0.005 -0.282
N 0.110 -0.147 1.001
C -1.036 0.549 1.271
N -1.579 1.130 0.238
O -0.755 0.746 -0.816
H 2.227 -0.772 -0.520
H -1.479 0.562 2.259
*
```

***

(R)
The following is a DFT calculation (ωB97M-V with the def2-TZVPD basis set) of an isolated molecule of C3H2N2O2.

Calculated values
Orbital gap = 10.071 eV
Structure (SMILES) = O=c1ncnco1
LUMO level = -0.8 eV

Geometry as ORCA input:
```
! RIJCOSX wB97M-V def2-TZVPD def2/J DEFGRID3
* xyz 0 1
O 2.179 -0.064 -0.082
C 0.984 0.079 0.007
N 0.313 1.255 0.109
C -0.972 1.111 -0.014
N -1.751 0.018 -0.062
C -1.060 -1.098 0.014
O 0.264 -1.105 0.057
H -1.644 2.011 -0.162
H -1.533 -2.124 -0.009
*
```

***

(S)
The following is a DFT calculation (ωB97M-V with the def2-TZVPD basis set) of an isolated molecule of C3H2N2O2.

Calculated values
Orbital gap = 9.903 eV
Structure (SMILES) = O=Cc1cnno1
LUMO level = -1.0 eV

Geometry as ORCA input:
```
! RIJCOSX wB97M-V def2-TZVPD def2/J DEFGRID3
* xyz 0 1
O -0.181 -2.385 -1.232
C -0.724 -1.234 -1.083
C -0.348 -0.170 0.061
C 0.898 -0.222 0.654
N 1.079 1.159 1.248
N 0.163 1.898 0.728
O -0.773 1.159 -0.115
H -1.491 -0.903 -1.719
H 1.477 -0.929 0.864
*
```

***

Most stable = (R)

***

(P)
The following is a DFT calculation (ωB97M-V with the def2-TZVPD basis set) of an isolated molecule of C3H2N2O2.

Calculated values
Orbital gap = 8.148 eV
LUMO level = -1.2 eV

Geometry as ORCA input:
```
! RIJCOSX wB97M-V def2-TZVPD def2/J DEFGRID3
* xyz 0 1
O 0.019 -0.445 -2.731
C 0.003 -1.215 -1.803
C 0.696 -0.934 -0.535
N 0.325 -0.333 0.436
C 0.018 0.489 1.375
N 0.268 1.846 1.053
O -0.337 2.621 1.765
H -0.487 -2.204 -1.833
H -0.505 0.175 2.274
*
```

***

(Q)
The following is a DFT calculation (ωB97M-V with the def2-TZVPD basis set) of an isolated molecule of C3H2N2O2.

Calculated values
Orbital gap = 11.694 eV
LUMO level = 0.0 eV

Geometry as ORCA input:
```
! RIJCOSX wB97M-V def2-TZVPD def2/J DEFGRID3
* xyz 0 1
N -1.445 -0.763 -0.318
C -0.732 0.111 0.223
O 0.588 0.027 0.632
C 1.529 -0.415 -0.257
O 1.324 -0.733 -1.389
C -1.601 2.448 0.805
N -1.230 1.361 0.546
H -0.931 -1.621 -0.502
H 2.498 -0.416 0.259
*
```

***

(R)
The following is a DFT calculation (ωB97M-V with the def2-TZVPD basis set) of an isolated molecule of C3H2N2O2.

Calculated values
Orbital gap = 8.067 eV
Structure (SMILES) = N=C=C=NC1OO1
LUMO level = -1.1 eV

Geometry as ORCA input:
```
! RIJCOSX wB97M-V def2-TZVPD def2/J DEFGRID3
* xyz 0 1
N -2.493 -1.211 0.210
C -1.536 -0.427 0.241
C -0.824 0.652 0.362
N 0.182 1.388 0.364
C 1.402 0.710 0.041
O 1.368 -0.442 -0.711
O 1.874 0.851 -1.238
H -2.203 -2.160 -0.043
H 2.126 0.744 0.855
*
```

***

(S)
The following is a DFT calculation (ωB97M-V with the def2-TZVPD basis set) of an isolated molecule of C3H2N2O2.

Calculated values
Orbital gap = 9.336 eV
Structure (SMILES) = [H]/N=C1/N=COC1=O
LUMO level = -1.5 eV

Geometry as ORCA input:
```
! RIJCOSX wB97M-V def2-TZVPD def2/J DEFGRID3
* xyz 0 1
H -2.043 0.792 -1.094
N -2.051 0.404 -0.207
C -0.824 -0.056 -0.021
N -0.609 -0.931 1.053
C 0.678 -0.953 1.209
O 1.436 -0.176 0.210
C 0.445 0.385 -0.632
O 0.762 1.179 -1.500
H 1.274 -1.380 2.161
*
```

***

Most stable = (S)

***

(P)
The following is a DFT calculation (ωB97M-V with the def2-TZVPD basis set) of a 3-piece molecular cluster, C5H13NO3 overall.

Calculated values
Orbital gap = 7.359 eV
LUMO level = 0.8 eV

Geometry as ORCA input:
```
! RIJCOSX wB97M-V def2-TZVPD def2/J DEFGRID3
* xyz 0 1
C -0.655 -0.261 0.210
C -0.134 1.869 0.422
C 0.756 -0.331 0.115
C 1.507 -0.065 -1.162
C 0.630 -2.396 0.009
N -1.345 -0.639 1.335
O -1.443 -0.180 -0.882
O -0.438 2.216 -0.941
O -1.132 2.324 1.282
H -1.130 0.615 -1.389
H -0.839 3.098 -0.971
H -1.822 1.646 1.336
H 0.796 2.365 0.716
H 1.294 -0.246 1.049
H -2.215 -1.117 1.149
H -0.918 -0.698 2.246
H 1.810 0.979 -1.232
H 2.393 -0.698 -1.199
H 0.902 -0.310 -2.034
H 0.234 -2.655 -0.970
H 0.066 -2.858 0.816
H 1.683 -2.657 0.097
*
```

***

(Q)
The following is a DFT calculation (ωB97M-V with the def2-TZVPD basis set) of a 2-piece molecular cluster, C5H13NO3 overall.

Calculated values
Orbital gap = 10.152 eV
Structure (SMILES) = CNC(=O)C[C@@H](C)O.O
LUMO level = 0.7 eV

Geometry as ORCA input:
```
! RIJCOSX wB97M-V def2-TZVPD def2/J DEFGRID3
* xyz 0 1
C 1.797 1.852 -0.062
N 1.324 1.001 -1.211
C 0.394 0.006 -1.155
O -0.357 -0.185 -2.102
C 0.542 -1.031 -0.089
C -0.847 -1.242 0.518
C -1.139 -2.637 1.075
O -1.032 -0.135 1.447
H 2.736 1.406 0.229
H 1.091 2.079 0.704
H 1.982 2.863 -0.435
H 1.238 1.627 -1.995
H 1.353 -0.747 0.586
H 0.776 -1.982 -0.587
H -1.719 -1.070 -0.107
H -0.493 -3.019 1.883
H -2.171 -2.693 1.454
H -1.174 -3.327 0.225
H -1.434 -0.474 2.240
O -0.702 2.865 -0.840
H -0.891 2.163 -0.187
H -1.274 2.679 -1.589
*
```

***

Most stable = (Q)

***

(P)
The following is a DFT calculation (ωB97M-V with the def2-TZVPD basis set) of an isolated molecule of C5H8OS.

Calculated values
Orbital gap = 9.572 eV
Structure (SMILES) = CSC1(C=O)CC1
LUMO level = 0.7 eV

Geometry as ORCA input:
```
! RIJCOSX wB97M-V def2-TZVPD def2/J DEFGRID3
* xyz 0 1
C -1.947 -0.360 -0.513
S -1.186 -0.247 1.110
C 0.571 -0.117 0.495
C 1.548 -1.095 0.935
O 2.542 -1.374 0.285
C 1.121 1.365 0.596
C 0.800 0.838 -0.723
H -1.110 -0.655 -1.167
H -2.142 0.709 -0.805
H -2.894 -0.973 -0.472
H 1.248 -1.555 1.940
H 2.184 1.443 0.900
H 0.653 2.114 1.118
H -0.088 1.253 -1.166
H 1.592 0.475 -1.420
*
```

***

(Q)
The following is a DFT calculation (ωB97M-V with the def2-TZVPD basis set) of an isolated molecule of C5H8OS.

Calculated values
Orbital gap = 7.586 eV
Structure (SMILES) = C/C=C/C(=S)CO
LUMO level = -0.9 eV

Geometry as ORCA input:
```
! RIJCOSX wB97M-V def2-TZVPD def2/J DEFGRID3
* xyz 0 1
C -1.158 -1.544 -1.872
C 0.016 -1.153 -1.061
C -0.166 -0.296 -0.050
C 0.930 0.258 0.732
S 2.452 0.108 -0.004
C 0.788 1.262 1.972
O -0.504 1.933 1.802
H -0.694 -1.245 -2.919
H -2.209 -1.038 -1.543
H -1.265 -2.647 -1.594
H 0.920 -1.243 -1.653
H -1.142 0.180 0.298
H 0.806 0.709 2.893
H 1.462 2.229 1.923
H -0.235 2.488 1.075
*
```

***

(R)
The following is a DFT calculation (ωB97M-V with the def2-TZVPD basis set) of an isolated molecule of C5H8OS.

Calculated values
Orbital gap = 9.615 eV
Structure (SMILES) = C=C1CCSCO1
LUMO level = 0.8 eV

Geometry as ORCA input:
```
! RIJCOSX wB97M-V def2-TZVPD def2/J DEFGRID3
* xyz 0 1
C -2.140 -0.262 0.265
C -0.914 -0.185 -0.227
C -0.165 1.046 -0.547
C 1.184 1.173 0.212
S 2.224 -0.283 -0.115
C 1.017 -1.556 0.115
O -0.222 -1.447 -0.576
H -2.577 -1.226 0.388
H -2.669 0.705 0.404
H -0.737 1.920 -0.400
H 0.112 1.041 -1.643
H 1.718 2.125 -0.062
H 0.887 1.077 1.288
H 1.468 -2.520 -0.304
H 0.817 -1.609 1.202
*
```

***

(S)
The following is a DFT calculation (ωB97M-V with the def2-TZVPD basis set) of an isolated molecule of C5H8OS.

Calculated values
Orbital gap = 9.495 eV
Structure (SMILES) = C=CC1(O)CSC1
LUMO level = 0.8 eV

Geometry as ORCA input:
```
! RIJCOSX wB97M-V def2-TZVPD def2/J DEFGRID3
* xyz 0 1
C 1.157 1.741 0.050
C 1.329 0.442 -0.140
C 0.191 -0.530 0.013
O 0.619 -1.846 -0.057
C -0.826 -0.272 1.136
S -2.190 0.189 -0.024
C -1.036 -0.233 -1.294
H 2.094 2.417 -0.197
H 0.116 2.116 0.378
H 2.234 -0.146 -0.245
H -0.141 -2.383 0.244
H -1.036 -1.155 1.694
H -0.482 0.438 1.901
H -0.558 0.461 -1.868
H -1.472 -1.241 -1.589
*
```

***

Most stable = (R)

***

(P)
The following is a DFT calculation (ωB97M-V with the def2-TZVPD basis set) of an isolated molecule of C5H8OS.

Calculated values
Orbital gap = 9.030 eV
Structure (SMILES) = C=C1SCC[C@@H]1O
LUMO level = 0.8 eV

Geometry as ORCA input:
```
! RIJCOSX wB97M-V def2-TZVPD def2/J DEFGRID3
* xyz 0 1
C -1.220 -2.035 0.123
C -0.764 -0.840 0.094
S -1.838 0.542 -0.209
C -0.527 1.782 -0.073
C 0.801 1.097 0.361
C 0.787 -0.460 0.292
O 1.521 -0.944 -0.738
H -2.130 -2.631 -0.234
H -0.392 -2.805 0.264
H -0.875 2.626 0.459
H -0.422 2.183 -1.093
H 1.446 1.505 -0.305
H 1.229 1.251 1.341
H 1.214 -0.807 1.214
H 1.171 -0.461 -1.496
*
```

***

(Q)
The following is a DFT calculation (ωB97M-V with the def2-TZVPD basis set) of an isolated molecule of C5H8OS.

Calculated values
Orbital gap = 9.465 eV
Structure (SMILES) = C1OC[C@@H]2C[C@H]2S1
LUMO level = 1.0 eV

Geometry as ORCA input:
```
! RIJCOSX wB97M-V def2-TZVPD def2/J DEFGRID3
* xyz 0 1
C -0.203 -1.733 0.476
O -1.130 -1.065 -0.372
C -1.330 0.225 -0.016
C 0.017 0.708 0.356
C 1.043 1.613 -0.433
C 1.125 0.105 -0.552
S 1.537 -1.493 -0.005
H -0.304 -2.834 0.440
H -0.349 -1.444 1.599
H -1.725 0.752 -0.890
H -2.088 0.209 0.649
H 0.307 0.796 1.401
H 0.491 2.139 -1.213
H 2.011 1.976 0.143
H 0.596 0.046 -1.583
*
```

***

Most stable = (P)

***

(P)
The following is a DFT calculation (ωB97M-V with the def2-TZVPD basis set) of an isolated molecule of C5H8OS.

Calculated values
Orbital gap = 9.814 eV
Structure (SMILES) = S[C@]12COC[C@H]1C2
LUMO level = 0.8 eV

Geometry as ORCA input:
```
! RIJCOSX wB97M-V def2-TZVPD def2/J DEFGRID3
* xyz 0 1
S -2.507 0.105 -0.323
C -0.761 0.076 0.093
C 0.112 1.349 0.157
O 1.442 0.828 0.104
C 1.433 -0.334 -0.711
C 0.115 -0.999 -0.435
C -0.245 -0.978 0.983
H -2.917 1.318 0.128
H -0.093 1.988 -0.657
H -0.071 1.890 1.110
H 1.524 -0.104 -1.766
H 2.376 -0.838 -0.586
H -0.165 -1.868 -1.063
H 0.631 -0.712 1.564
H -0.875 -1.722 1.400
*
```

***

(Q)
The following is a DFT calculation (ωB97M-V with the def2-TZVPD basis set) of an isolated molecule of C5H8OS.

Calculated values
Orbital gap = 10.058 eV
Structure (SMILES) = O[C@H]1C=CC[C@H]1S
LUMO level = 0.7 eV

Geometry as ORCA input:
```
! RIJCOSX wB97M-V def2-TZVPD def2/J DEFGRID3
* xyz 0 1
O -0.132 -1.684 0.737
C 0.713 -0.587 0.540
C 1.043 -0.692 -0.972
C 0.180 -0.068 -1.748
C -0.839 0.681 -0.855
C -0.054 0.766 0.467
S -1.131 0.932 1.920
H -0.938 -1.558 1.413
H 1.523 -0.640 1.266
H 1.792 -1.426 -1.357
H 0.071 -0.049 -2.844
H -1.155 1.654 -1.256
H -1.716 0.071 -0.690
H 0.762 1.532 0.504
H -0.118 1.069 2.876
*
```

***

Most stable = (Q)